[1]
145
Properties=species:S:1:pos:R:3:forces:R:3:lowdin_charge:R:1 method="wB97M-V/def2-TZVPD" homo_lumo_gap_ev=9.1 max_force_ev_per_a=1.8 e_lumo_ha=0.023 charge=0 smiles=COC[C@H](C)N.COC[C@H](C)N.COC[C@H](C)N.COC[C@H](C)N.COC[C@H](C)N.COCCNCCOC.COCCNCCOC.CC(C)O homo_energy_ev=-8.505
C 7.476 0.066 5.487 0.054 0.212 -0.337 -0.057
C 6.084 0.481 5.921 -0.166 -0.119 -0.191 -0.483
C 4.978 -0.236 5.142 -0.405 0.094 -0.839 -0.053
O 5.995 0.210 7.323 0.120 0.073 -0.031 -0.050
H 8.200 0.581 6.117 0.115 -0.366 0.133 0.081
H 7.712 0.360 4.460 -0.339 0.118 -0.019 0.081
H 7.571 -1.020 5.502 0.175 0.031 0.396 0.083
H 5.965 1.555 5.737 0.104 -0.052 0.248 0.107
H 5.326 -1.043 4.490 0.247 -0.078 0.297 0.079
H 4.485 0.454 4.446 0.008 0.057 0.162 0.050
H 4.193 -0.653 5.774 0.134 0.079 0.220 0.079
H 5.303 0.760 7.702 -0.050 -0.044 -0.029 0.086
C -4.844 -1.608 -3.460 0.239 -0.152 -0.084 -0.099
O -4.747 -2.904 -2.914 -0.009 -0.218 0.451 -0.196
C -4.227 -3.883 -3.772 -0.348 0.197 -1.192 -0.232
C -2.752 -3.696 -4.105 0.255 -1.190 0.695 -0.211
N -2.258 -4.871 -4.803 -0.609 0.777 -0.731 -0.081
C -0.830 -4.916 -5.012 -1.039 -0.252 -0.113 -0.216
C -0.456 -6.094 -5.864 0.534 -0.692 0.361 -0.228
O -0.514 -7.273 -5.064 -0.233 0.288 0.095 -0.184
C -0.171 -8.406 -5.793 0.074 -0.925 -0.744 -0.144
H -5.680 -1.522 -4.163 -0.043 -0.034 0.040 0.090
H -3.924 -1.335 -3.984 -0.043 0.154 0.054 0.077
H -4.986 -0.942 -2.614 -0.086 0.151 -0.087 0.091
H -4.797 -3.910 -4.720 0.016 0.067 0.129 0.129
H -4.386 -4.859 -3.312 0.115 0.098 0.274 0.124
H -2.249 -3.604 -3.125 0.084 0.380 -0.208 0.109
H -2.551 -2.824 -4.730 -0.061 0.153 0.170 0.114
H -2.764 -5.726 -4.657 0.341 -0.196 0.357 0.112
H -0.333 -4.964 -4.035 0.570 0.201 -0.238 0.121
H -0.585 -4.024 -5.599 0.350 0.148 0.395 0.123
H 0.577 -6.007 -6.227 -0.083 0.188 -0.107 0.121
H -1.133 -6.188 -6.720 -0.003 0.099 -0.018 0.129
H -0.935 -8.702 -6.533 -0.012 0.326 0.079 0.090
H -0.056 -9.277 -5.146 0.004 0.282 0.313 0.087
H 0.770 -8.287 -6.351 -0.028 0.146 0.147 0.087
C -0.558 -2.097 -1.535 -0.088 1.776 -0.426 -0.111
O 0.461 -1.546 -0.716 -0.056 -0.808 0.437 -0.217
C 1.240 -2.558 -0.097 0.557 -0.272 0.074 -0.221
C 2.068 -1.958 1.007 0.297 0.407 0.420 -0.202
N 1.216 -1.521 2.116 -0.208 0.225 -0.483 -0.040
C 1.905 -0.614 3.019 0.455 0.215 -0.248 -0.218
C 0.913 0.252 3.754 -0.192 -0.344 0.153 -0.224
O 0.294 1.043 2.774 -0.050 0.281 -0.615 -0.216
C -0.447 2.116 3.279 -0.046 0.661 0.400 -0.111
H -0.197 -2.843 -2.247 0.030 -0.334 0.344 0.079
H -0.862 -1.229 -2.134 -0.226 -0.272 -0.145 0.087
H -1.440 -2.377 -0.958 0.175 -0.525 -0.027 0.076
H 1.906 -2.990 -0.856 -0.064 -0.143 0.062 0.124
H 0.640 -3.355 0.362 -0.273 0.094 -0.328 0.120
H 2.671 -1.124 0.600 -0.153 -0.014 0.011 0.104
H 2.791 -2.681 1.397 -0.094 -0.160 -0.184 0.126
H 0.483 -0.957 1.684 -0.069 -0.159 0.075 0.099
H 2.552 0.066 2.431 -0.092 -0.084 0.251 0.085
H 2.562 -1.152 3.706 -0.130 -0.133 0.082 0.112
H 1.397 0.870 4.519 0.092 0.020 -0.030 0.123
H 0.138 -0.369 4.230 0.174 -0.002 0.186 0.132
H -1.030 2.576 2.480 -0.078 -0.337 -0.097 0.075
H 0.205 2.915 3.661 0.099 -0.215 0.124 0.074
H -1.110 1.801 4.094 -0.104 -0.012 -0.107 0.092
C -5.559 6.123 1.306 0.653 0.165 0.313 -0.056
C -4.162 5.498 1.195 -0.197 -0.612 -0.057 -0.415
C -3.801 4.815 2.502 -0.134 -0.514 0.367 -0.239
O -3.859 5.763 3.537 -0.110 0.154 0.160 -0.192
C -3.704 5.187 4.807 0.730 0.154 0.147 -0.114
N -4.095 4.462 0.143 0.171 0.341 0.414 0.044
H -5.578 6.883 2.087 -0.037 -0.035 0.050 0.072
H -6.229 5.314 1.605 -0.268 0.154 -0.189 0.081
H -5.874 6.596 0.378 -0.072 -0.198 -0.126 0.074
H -3.365 6.233 1.057 -0.207 0.132 -0.420 0.142
H -2.812 4.340 2.455 0.059 0.189 -0.165 0.115
H -4.502 3.996 2.749 -0.087 0.088 -0.304 0.128
H -4.378 4.343 4.984 -0.175 0.115 -0.048 0.088
H -3.857 5.981 5.536 -0.206 -0.098 0.065 0.087
H -2.672 4.824 4.950 -0.130 -0.061 -0.078 0.086
H -4.052 4.858 -0.787 -0.233 0.076 0.096 0.043
H -4.935 3.897 0.197 0.021 -0.031 -0.106 0.077
C 4.496 3.741 4.595 0.501 -0.794 -0.109 -0.065
C 3.728 4.145 3.359 -0.272 0.421 -0.160 -0.443
C 3.519 3.031 2.353 0.303 -0.245 0.062 -0.199
O 4.778 2.701 1.797 0.079 -0.117 -0.014 -0.178
C 4.794 1.415 1.225 0.546 -0.217 -0.301 -0.110
N 2.428 4.651 3.759 -0.317 -0.535 0.297 0.039
H 3.936 3.104 5.285 -0.422 0.388 0.021 0.080
H 4.865 4.645 5.076 0.067 -0.171 0.338 0.081
H 5.337 3.095 4.318 0.175 0.478 -0.162 0.067
H 4.347 4.907 2.860 -0.075 -0.043 -0.138 0.139
H 2.835 3.370 1.562 -0.079 -0.120 0.035 0.132
H 3.101 2.136 2.833 -0.200 0.204 0.062 0.106
H 4.564 0.631 1.959 -0.227 0.152 -0.091 0.067
H 5.806 1.202 0.869 -0.007 0.255 0.090 0.092
H 4.146 1.338 0.343 -0.246 -0.022 0.216 0.081
H 2.451 5.268 4.553 -0.015 0.189 -0.123 0.071
H 1.808 4.964 3.030 0.214 0.247 -0.092 0.071
C 3.229 0.038 -2.520 -0.181 0.700 -0.277 -0.054
C 2.366 -0.794 -3.460 1.139 -0.836 0.117 -0.414
C 2.080 -0.054 -4.755 0.244 -0.318 0.087 -0.233
O 1.261 1.050 -4.517 -0.166 0.460 0.085 -0.190
C 1.146 1.896 -5.639 -0.280 -0.004 0.141 -0.097
N 3.149 -2.007 -3.738 0.056 -0.215 0.438 0.036
H 3.438 -0.479 -1.587 -0.057 -0.085 0.009 0.062
H 2.761 1.005 -2.313 -0.109 -0.138 0.121 0.068
H 4.176 0.284 -3.016 0.020 -0.188 0.062 0.084
H 1.485 -1.139 -2.921 -0.300 0.347 -0.232 0.112
H 1.649 -0.754 -5.487 -0.171 0.150 0.014 0.126
H 3.053 0.272 -5.161 -0.054 -0.008 -0.040 0.127
H 0.550 2.758 -5.340 -0.098 -0.065 -0.003 0.069
H 0.630 1.363 -6.447 0.116 0.158 -0.149 0.092
H 2.116 2.275 -5.980 0.058 -0.210 -0.038 0.093
H 2.708 -2.747 -4.261 -0.195 0.195 -0.161 0.063
H 4.080 -1.830 -4.085 -0.049 0.094 -0.117 0.068
C -2.026 -3.274 1.866 -0.221 0.339 -0.716 -0.052
C -2.732 -4.496 2.434 0.092 -0.056 0.245 -0.431
C -3.736 -5.047 1.442 -0.474 -0.101 0.081 -0.227
O -4.647 -4.009 1.134 -0.003 0.116 0.165 -0.196
C -5.869 -4.426 0.557 0.296 0.419 -0.496 -0.095
N -1.764 -5.552 2.804 0.216 0.486 0.394 0.036
H -2.636 -2.384 2.025 0.109 0.017 0.187 0.086
H -1.955 -3.334 0.774 0.111 -0.269 0.128 0.056
H -1.015 -3.096 2.237 -0.104 -0.068 0.281 0.056
H -3.332 -4.171 3.295 0.147 -0.035 0.065 0.136
H -4.294 -5.870 1.914 0.181 -0.101 -0.090 0.121
H -3.246 -5.426 0.535 0.105 0.015 0.073 0.130
H -5.933 -4.050 -0.472 0.105 -0.173 -0.005 0.076
H -6.694 -3.958 1.096 -0.038 -0.287 0.201 0.084
H -5.936 -5.515 0.539 -0.272 -0.004 0.113 0.082
H -2.058 -6.035 3.649 -0.349 -0.159 -0.276 0.067
H -0.933 -5.066 3.137 0.095 -0.122 -0.301 0.059
C -0.628 5.397 -3.709 -0.251 0.503 -1.003 -0.084
C -1.167 4.122 -3.084 -1.002 1.412 0.438 -0.426
C -0.154 3.541 -2.126 -0.020 -0.623 0.323 -0.193
O -0.822 2.696 -1.191 0.557 -0.201 -0.505 -0.194
C -0.038 1.623 -0.677 -0.223 0.421 0.330 -0.066
N -2.441 4.469 -2.403 0.300 -0.201 -0.124 0.030
H -1.430 5.883 -4.280 0.021 -0.255 -0.052 0.080
H 0.171 5.204 -4.429 0.102 -0.007 0.197 0.071
H -0.304 6.185 -3.023 0.176 -0.422 0.369 0.078
H -1.468 3.472 -3.906 0.414 -0.492 0.147 0.130
H 0.327 4.337 -1.542 0.049 0.145 -0.205 0.130
H 0.617 3.003 -2.693 -0.013 -0.104 0.141 0.114
H -0.357 1.506 0.350 -0.107 -0.365 0.216 0.068
H 1.036 1.835 -0.623 -0.069 0.143 -0.293 0.086
H -0.210 0.702 -1.227 0.108 -0.011 -0.124 0.066
H -2.360 5.381 -1.967 0.169 -0.025 0.071 0.059
H -2.603 3.800 -1.654 0.076 0.076 -0.056 0.038



[2]
30
Properties=species:S:1:pos:R:3:forces:R:3:lowdin_charge:R:1 method="wB97M-V/def2-TZVPD" homo_lumo_gap_ev="3.2 / 6.1" spin_multiplicity=5 max_force_ev_per_a=2.5 e_lumo_ha="0.108 / 0.101" charge=-1 homo_energy_ev="-0.278 / -3.348"
C -0.875 0.655 -3.016 -0.688 0.576 0.298 -0.262
C 0.069 1.588 -3.555 -0.016 0.025 0.573 -0.195
C -0.108 2.884 -2.920 -0.278 -1.735 0.141 -0.184
C -1.151 2.738 -1.964 -0.186 -1.003 -0.192 -0.230
C -1.653 1.375 -2.008 -0.054 -0.107 -1.139 -0.268
Fe -1.121 -0.853 -0.775 0.429 1.035 -0.178 0.293
P -0.543 -2.724 -1.892 -0.090 0.983 -0.668 0.665
H -1.110 -0.410 -3.339 0.457 1.793 0.125 0.021
H 0.872 1.302 -4.258 -0.578 0.381 0.350 0.058
H 0.503 3.783 -3.105 -0.409 -0.614 0.159 0.063
H -2.668 1.006 -1.658 1.245 0.571 -0.125 0.075
H -1.489 3.491 -1.241 0.038 -0.226 -0.512 0.065
H 0.732 -3.223 -1.516 -0.413 -0.286 -0.218 -0.109
H -0.290 -2.398 -3.298 -0.093 -0.751 0.904 -0.096
H -1.358 -3.885 -1.998 0.514 -0.058 -0.200 -0.136
N 0.827 1.628 2.071 -0.079 -0.989 0.992 0.089
C 0.246 1.587 0.842 -0.311 -0.181 -0.735 -0.188
N -0.141 0.333 0.557 0.070 -0.688 1.115 -0.016
C 0.178 -0.479 1.666 0.009 2.065 -1.399 -0.281
C 0.116 -1.879 1.791 -0.413 -0.905 -0.400 -0.134
C 0.664 -2.417 2.980 0.469 0.394 1.194 -0.169
C 1.232 -1.590 3.983 -0.679 -1.879 -0.924 -0.175
C 1.302 -0.203 3.790 0.535 1.440 1.004 -0.128
C 0.760 0.331 2.630 0.462 0.678 -0.591 -0.236
H 1.238 2.456 2.493 -0.292 -0.610 -0.183 0.145
H 0.088 2.472 0.227 0.026 -0.541 0.102 0.089
H -0.322 -2.508 0.983 0.389 0.426 0.791 0.025
H 0.638 -3.501 3.130 0.032 0.360 0.039 0.074
H 1.603 -2.055 4.906 -0.089 0.237 -0.456 0.074
H 1.758 0.493 4.494 -0.006 -0.389 0.133 0.069



Repeat the second record exactly.
30
Properties=species:S:1:pos:R:3:forces:R:3:lowdin_charge:R:1 method="wB97M-V/def2-TZVPD" homo_lumo_gap_ev="3.2 / 6.1" spin_multiplicity=5 max_force_ev_per_a=2.5 e_lumo_ha="0.108 / 0.101" charge=-1 homo_energy_ev="-0.278 / -3.348"
C -0.875 0.655 -3.016 -0.688 0.576 0.298 -0.262
C 0.069 1.588 -3.555 -0.016 0.025 0.573 -0.195
C -0.108 2.884 -2.920 -0.278 -1.735 0.141 -0.184
C -1.151 2.738 -1.964 -0.186 -1.003 -0.192 -0.230
C -1.653 1.375 -2.008 -0.054 -0.107 -1.139 -0.268
Fe -1.121 -0.853 -0.775 0.429 1.035 -0.178 0.293
P -0.543 -2.724 -1.892 -0.090 0.983 -0.668 0.665
H -1.110 -0.410 -3.339 0.457 1.793 0.125 0.021
H 0.872 1.302 -4.258 -0.578 0.381 0.350 0.058
H 0.503 3.783 -3.105 -0.409 -0.614 0.159 0.063
H -2.668 1.006 -1.658 1.245 0.571 -0.125 0.075
H -1.489 3.491 -1.241 0.038 -0.226 -0.512 0.065
H 0.732 -3.223 -1.516 -0.413 -0.286 -0.218 -0.109
H -0.290 -2.398 -3.298 -0.093 -0.751 0.904 -0.096
H -1.358 -3.885 -1.998 0.514 -0.058 -0.200 -0.136
N 0.827 1.628 2.071 -0.079 -0.989 0.992 0.089
C 0.246 1.587 0.842 -0.311 -0.181 -0.735 -0.188
N -0.141 0.333 0.557 0.070 -0.688 1.115 -0.016
C 0.178 -0.479 1.666 0.009 2.065 -1.399 -0.281
C 0.116 -1.879 1.791 -0.413 -0.905 -0.400 -0.134
C 0.664 -2.417 2.980 0.469 0.394 1.194 -0.169
C 1.232 -1.590 3.983 -0.679 -1.879 -0.924 -0.175
C 1.302 -0.203 3.790 0.535 1.440 1.004 -0.128
C 0.760 0.331 2.630 0.462 0.678 -0.591 -0.236
H 1.238 2.456 2.493 -0.292 -0.610 -0.183 0.145
H 0.088 2.472 0.227 0.026 -0.541 0.102 0.089
H -0.322 -2.508 0.983 0.389 0.426 0.791 0.025
H 0.638 -3.501 3.130 0.032 0.360 0.039 0.074
H 1.603 -2.055 4.906 -0.089 0.237 -0.456 0.074
H 1.758 0.493 4.494 -0.006 -0.389 0.133 0.069